Run i
An isolated molecule of C3H4ClFO, computed with ωB97M-V/def2-TZVPD.

Results
- LUMO (eV) = 0.85
- HOMO level (eV) = -8.919
- HOMO-LUMO gap (Ha) = 0.3591
- molecular weight (g/mol) = 110.52
- SMILES = CO/C=C(\F)Cl

Geometry as XYZ:
```
10
C3H4ClFO ωB97M-V/def2-TZVPD
C 0.10 1.05 1.34
C 0.01 -0.32 -0.50
C -0.28 -1.35 -1.30
H 0.03 0.98 2.40
H -0.67 1.69 0.87
H 1.03 1.48 1.11
H 0.46 0.62 -0.94
O 0.09 -0.30 0.86
F -0.71 -2.52 -0.84
Cl -0.06 -1.33 -3.00
```

Run ii
An isolated molecule of C3H4ClFO, computed with ωB97M-V/def2-TZVPD.

Results
- LUMO (eV) = 0.92
- HOMO level (eV) = -9.875
- HOMO-LUMO gap (Ha) = 0.3968
- molecular weight (g/mol) = 110.52
- SMILES = O[C@H]1[C@@H](F)[C@@H]1Cl

Geometry as XYZ:
```
10
C3H4ClFO ωB97M-V/def2-TZVPD
C -0.35 0.11 0.96
C 0.08 0.35 -0.45
C -0.17 -1.01 0.00
H -2.14 -0.16 1.04
H 0.34 0.21 1.82
H -0.66 0.78 -1.21
H 0.65 -1.71 0.09
O -1.62 0.60 1.27
F -1.30 -1.51 -0.41
Cl 1.72 0.76 -0.66
```

Most stable pick: run i. Distance to second place: 13.4 kJ/mol.

Run i
An isolated molecule of C3H4ClFO, computed with ωB97M-V/def2-TZVPD.

Results
- LUMO (eV) = 0.85
- HOMO level (eV) = -9.671
- HOMO-LUMO gap (Ha) = 0.3867
- molecular weight (g/mol) = 110.52
- SMILES = O=CC[C@H](F)Cl

Geometry as XYZ:
```
10
C3H4ClFO ωB97M-V/def2-TZVPD
C 1.06 0.20 0.20
C -0.42 0.33 0.44
C -1.16 -0.53 -0.66
H 1.50 0.44 1.19
H -0.79 -0.09 1.35
H -0.69 1.33 0.23
H -0.51 -0.65 -1.55
O -2.23 -0.77 -0.28
F 1.50 1.08 -0.74
Cl 1.74 -1.34 -0.18
```

Run ii
A cluster of 2 separate species, C3H4ClFO in total, computed with ωB97M-V/def2-TZVPD.

Results
- LUMO (eV) = -1.99
- HOMO level (eV) = -8.731
- HOMO-LUMO gap (Ha) = 0.2479
- molecular weight (g/mol) = 110.52

Geometry as XYZ:
```
10
C3H4ClFO ωB97M-V/def2-TZVPD
C -0.32 -0.94 0.03
C -0.41 0.57 0.30
C 0.37 1.59 -0.15
H 1.41 -2.56 0.47
H -0.98 -1.32 1.03
H -1.31 -0.85 -0.68
H -1.19 1.03 0.78
O 0.66 -1.48 -0.58
F 0.13 2.87 0.05
Cl 1.66 1.08 -1.24
```

Run iii
An isolated molecule of C3H4ClFO, computed with ωB97M-V/def2-TZVPD.

Results
- LUMO (eV) = 0.75
- HOMO level (eV) = -9.951
- HOMO-LUMO gap (Ha) = 0.3931
- molecular weight (g/mol) = 110.52
- SMILES = O[C@@H]1[C@H](F)[C@@H]1Cl

Geometry as XYZ:
```
10
C3H4ClFO ωB97M-V/def2-TZVPD
C -0.09 0.60 0.54
C -0.10 -0.88 0.32
C -0.70 0.03 -0.72
H 1.82 0.65 0.26
H -0.81 1.01 1.28
H -0.71 -1.59 0.85
H -1.78 0.06 -0.80
O 1.12 1.26 0.51
F 1.14 -1.38 0.02
Cl 0.13 0.25 -2.25
```

Most stable pick: run i. Distance to second place: 20.1 kJ/mol.

Run i
An isolated molecule of C2H8N6, computed with ωB97M-V/def2-TZVPD.

Results
- LUMO (eV) = 0.84
- HOMO level (eV) = -8.334
- HOMO-LUMO gap (Ha) = 0.3372
- molecular weight (g/mol) = 116.13
- SMILES = [H]/N=C(\N)N(N)/C(N)=N/[H]

Geometry as XYZ:
```
16
C2H8N6 ωB97M-V/def2-TZVPD
C -1.30 0.07 -0.04
C 1.17 0.36 0.05
H -0.79 -2.36 -0.40
H 0.33 -2.25 1.15
H -0.61 2.15 -0.13
H -2.50 1.83 0.19
H -3.05 -0.50 -0.07
H 3.12 0.30 -0.57
H 2.14 -1.23 -0.11
H 1.65 2.27 0.02
N 0.22 -1.93 -0.03
N 0.10 -0.56 0.13
N -1.48 1.43 -0.13
N -2.18 -0.90 -0.07
N 2.37 -0.34 -0.16
N 0.81 1.66 0.17
```

Run ii
An isolated molecule of C2H8N6, computed with ωB97M-V/def2-TZVPD.

Results
- LUMO (eV) = 0.81
- HOMO level (eV) = -8.371
- HOMO-LUMO gap (Ha) = 0.3372
- molecular weight (g/mol) = 116.13
- SMILES = [H]/N=C(/NN)N/C=N\N

Geometry as XYZ:
```
16
C2H8N6 ωB97M-V/def2-TZVPD
C -0.88 0.81 -0.42
C -0.49 -0.69 1.43
H 1.79 1.99 -1.00
H 1.44 1.53 -2.59
H -0.58 2.48 -1.52
H -2.52 0.49 0.41
H 0.83 -0.24 -0.17
H -1.10 -0.08 2.14
H 1.26 -3.31 1.46
H 0.43 -2.65 0.24
N 1.23 1.35 -1.57
N -0.15 1.58 -1.32
N -2.08 1.16 -0.22
N -0.14 -0.26 0.12
N 0.09 -1.71 1.93
N 0.87 -2.45 1.07
```

Run iii
An isolated molecule of C2H8N6, computed with ωB97M-V/def2-TZVPD.

Results
- LUMO (eV) = 1.03
- HOMO level (eV) = -8.558
- HOMO-LUMO gap (Ha) = 0.3522
- molecular weight (g/mol) = 116.13
- SMILES = C=NN/C(=N\N)NN

Geometry as XYZ:
```
16
C2H8N6 ωB97M-V/def2-TZVPD
C 0.48 -0.14 -0.32
C -2.19 -0.45 0.84
H 2.35 0.57 0.90
H 3.23 0.06 -0.38
H 1.43 -1.86 0.33
H -0.30 -1.65 -1.28
H -1.69 0.45 1.17
H -3.10 -0.84 1.32
H -1.22 1.34 -1.00
H -0.49 2.74 -0.59
N 2.71 -0.28 0.42
N 1.57 -0.95 -0.13
N -0.66 -0.80 -0.86
N -1.86 -1.06 -0.21
N 0.46 1.08 0.04
N -0.71 1.82 -0.24
```

Run iv
An isolated molecule of C2H8N6, computed with ωB97M-V/def2-TZVPD.

Results
- LUMO (eV) = 0.78
- HOMO level (eV) = -9.521
- HOMO-LUMO gap (Ha) = 0.3787
- molecular weight (g/mol) = 116.13
- SMILES = [H]/N=C(NN)/C(=N\[H])NN

Geometry as XYZ:
```
16
C2H8N6 ωB97M-V/def2-TZVPD
C -0.77 0.75 -0.33
C 0.42 0.47 0.56
H -1.90 -0.85 1.43
H -0.92 -2.08 0.51
H -2.61 -0.01 -0.74
H -0.40 2.56 -0.64
H 1.35 0.32 2.20
H 2.19 -0.33 0.69
H 1.30 -1.11 -1.82
H 1.79 0.38 -1.58
N -1.77 -1.44 0.56
N -1.62 -0.44 -0.62
N -1.09 1.88 -0.78
N 0.67 0.99 1.65
N 1.42 -0.50 0.13
N 1.93 -0.58 -1.21
```

Most stable pick: run ii. Distance to second place: 119.4 kJ/mol.